# 1
DFT (ωB97M-V/def2-TZVPD) results for a 2-piece molecular cluster, C3H3ClNO2 overall.

Positions of all 10 atoms, in Å:
C  0.30264  -0.22202  -0.27123
C  0.82532  1.10181  -0.12693
C  0.34058  -1.46895  -0.25490
N  2.78856  -0.02184  0.16837
O  4.05631  0.13708  0.06043
O  2.13948  1.11030  -0.01350
Cl  -2.61904  0.64049  0.09734
H  -1.09875  0.12417  0.09503
H  0.28654  1.95797  -0.40835
H  0.20695  -2.59082  -0.14687

Forces on atoms 1 to 6 (eV/Å):
C 0.000 1.100 0.778
C -2.990 -3.925 -0.331
C -0.575 -1.421 -0.085
N 3.460 -0.063 -0.282
O -3.415 -0.035 0.407
O 3.439 1.263 0.021

As for the total charge: -1. The HOMO energy (spin up / spin down) is -2.64 / -2.61 eV. The value obtained for the total energy is -21261.303 eV.



# 2
DFT (ωB97M-V/def2-TZVPD) results for C31H41AsKNO2 as an isolated structure.

Positions of all 77 atoms, in Å:
K  2.46104  -1.50234  -0.85047
C  1.86563  0.09824  -5.38385
C  2.19442  -1.35844  -5.73920
C  1.89388  -2.07660  -4.43602
O  2.36250  -1.18279  -3.42774
C  2.02146  0.14810  -3.85265
H  0.84388  0.34500  -5.66833
H  2.53005  0.79936  -5.88432
H  3.25059  -1.46792  -5.98677
H  1.60183  -1.73557  -6.57117
H  2.41579  -3.02402  -4.31183
H  0.81559  -2.24089  -4.31831
H  2.82287  0.80886  -3.52390
H  1.09208  0.45392  -3.36210
C  -5.06710  -2.18369  -3.15124
C  -4.08062  -1.83452  -2.07009
C  -4.46364  -1.15462  -0.92749
C  -3.55675  -0.79245  0.06372
C  -4.14068  -0.15895  1.30328
C  -2.18611  -1.07580  -0.09519
As  -0.89596  -0.55387  1.32402
N  0.57591  -0.05123  0.32948
C  1.54835  0.59271  1.01715
C  2.66527  1.13518  0.30486
C  3.76356  1.69056  0.94037
C  3.82139  1.79470  2.32427
C  2.71384  1.35557  3.04823
C  1.62270  0.77970  2.43153
C  -1.56738  1.26561  1.73643
C  -1.73831  2.24529  0.75609
C  -1.52139  2.01034  -0.71894
C  -2.19249  3.51155  1.12717
C  -2.46917  3.83956  2.44142
C  -2.94555  5.21374  2.82675
C  -2.29144  2.85490  3.40677
C  -1.85577  1.58023  3.07639
C  -1.75072  0.56351  4.18856
C  -1.81569  -1.86870  -1.19316
C  -0.42702  -2.42671  -1.40104
C  -2.75216  -2.21384  -2.16170
H  -6.09212  -2.09259  -2.79365
H  -4.91672  -3.20381  -3.50601
H  -4.95282  -1.51590  -4.00774
H  -5.51048  -0.91073  -0.77985
H  -5.19226  -0.43250  1.39167
H  -4.07158  0.92775  1.28540
H  -3.62651  -0.51025  2.19804
H  2.61947  1.17949  -0.78142
H  4.57639  2.08389  0.33812
H  4.66868  2.24984  2.81793
H  2.70273  1.46291  4.12761
H  0.79486  0.44828  3.04417
H  -0.90144  1.13938  -0.90881
H  -1.02985  2.88011  -1.15965
H  -2.48439  1.88218  -1.22163
H  -2.32747  4.26062  0.35306
H  -3.02869  5.85975  1.95368
H  -2.25513  5.68131  3.53073
H  -3.92349  5.16657  3.30911
H  -2.50330  3.08797  4.44526
H  -1.99705  1.02628  5.14378
H  -0.74940  0.13830  4.26744
H  -2.43509  -0.27188  4.03291
H  0.07954  -2.69721  -0.47324
H  0.18279  -1.70647  -1.94551
H  -0.50475  -3.32846  -2.01121
H  -2.43722  -2.82325  -3.00385
C  3.72317  -2.13907  2.89914
C  4.55228  -2.63160  1.75395
C  6.04617  -2.63558  1.93087
O  4.04714  -2.95811  0.69496
H  4.16960  -2.38610  3.86093
H  2.70795  -2.52539  2.83305
H  3.66260  -1.04734  2.82701
H  6.32940  -3.12252  2.86353
H  6.38517  -1.59850  1.99356
H  6.52717  -3.12107  1.08570

Forces on atoms 1 to 6 (eV/Å):
K 0.165 -0.174 0.234
C 0.015 -0.009 0.029
C -0.018 -0.007 0.006
C 0.009 -0.013 -0.042
O -0.014 0.022 -0.196
C -0.063 0.052 0.011

As for the total charge: 0. The HOMO energy is -6.03 eV. The value obtained for the total energy is -115561.553 eV.



# 3
DFT (ωB97M-V/def2-TZVPD) results for C29H29N4O10SV as an isolated structure.

Positions of all 74 atoms, in Å:
V  -0.58800  -0.52361  0.62417
C  -1.01051  -4.92161  0.41623
O  -1.15900  -4.38411  1.76248
C  -1.02431  -3.09002  1.65060
N  -0.92524  -2.56142  0.48233
C  -0.94039  -3.68279  -0.50937
C  0.20799  -3.83155  -1.49210
C  1.00659  -2.79383  -1.94939
C  2.02018  -3.03899  -2.86534
C  2.23380  -4.31442  -3.35973
C  1.42042  -5.35249  -2.93183
C  0.41995  -5.11082  -2.00518
C  -0.95363  -2.27542  2.87313
C  -1.16059  -2.69940  4.16786
C  -0.95803  -1.77002  5.18496
C  -0.56802  -0.47346  4.88707
C  -0.41831  -0.13452  3.55396
N  -0.61770  -1.02160  2.59567
C  -0.04246  1.18111  3.01648
N  -0.08493  1.44567  1.76715
C  0.34627  2.85244  1.62411
C  0.79036  3.22646  3.05669
O  0.35418  2.10466  3.86934
C  1.43071  3.08677  0.60679
C  2.41087  2.13619  0.35554
C  3.40386  2.39303  -0.58072
C  3.43387  3.60615  -1.25324
C  2.47104  4.57117  -0.98229
C  1.47064  4.30958  -0.05867
H  -0.07749  -5.48004  0.41321
H  -1.85509  -5.57781  0.22986
H  -1.86844  -3.56694  -1.07445
H  0.86076  -1.78980  -1.59904
H  2.65126  -2.22021  -3.18473
H  3.02815  -4.50091  -4.06985
H  1.56605  -6.35477  -3.31200
H  -0.20094  -5.94406  -1.69295
H  -1.44059  -3.72207  4.37329
H  -1.09909  -2.06471  6.21569
H  -0.38855  0.26217  5.65683
H  -0.53906  3.42769  1.33664
H  1.87265  3.29435  3.14752
H  0.31752  4.12433  3.44353
H  2.41026  1.19700  0.89621
H  4.15681  1.63989  -0.77179
H  4.21253  3.80670  -1.97709
H  2.50135  5.52736  -1.48883
H  0.71313  5.06066  0.14258
O  -2.90845  1.00974  2.82698
C  -3.22487  0.48564  1.78850
O  -2.40229  -0.07044  0.93269
H  -4.26873  0.46003  1.43752
O  3.49212  -1.30291  0.64238
S  2.38706  -1.44307  1.52691
O  2.30445  -0.55169  2.65245
O  1.07350  -0.71206  0.51839
O  1.82435  -2.75225  1.71567
O  -2.00038  -0.08838  -3.28611
C  -1.65536  0.33415  -2.18650
O  -0.98662  -0.30146  -1.32040
C  -2.05626  1.78380  -1.84084
N  -2.81271  2.27326  -3.05334
C  -2.03090  3.39356  -3.68290
C  -0.61613  3.15354  -3.17988
C  -0.84821  2.70879  -1.73618
H  -2.70098  1.78119  -0.96442
H  -3.77645  2.52624  -2.85553
H  -2.79268  1.39609  -3.64677
H  -2.43060  4.33154  -3.30015
H  -2.15897  3.35916  -4.76134
H  -0.00473  4.05012  -3.24908
H  -0.13138  2.36365  -3.75561
H  -1.07403  3.56892  -1.10518
H  0.00841  2.19086  -1.30861

Forces on atoms 1 to 6 (eV/Å):
V 0.779 0.581 -1.114
C 0.001 -0.022 0.122
O -0.099 0.040 -0.029
C 0.009 -0.099 0.058
N 0.279 -0.292 0.145
C -0.209 0.076 -0.014

As for the total charge: +1. As for the multiplicity: 2. The HOMO energy (spin up / spin down) is -11.26 / -11.26 eV. The value obtained for the total energy is -93500.130 eV.



Result set for energy relative to the best compared isomer or geometry (same formula, charge and spin): 7.020 0.000 0.734 eV, one per record in the order listed.